ORCA calculation (wB97M-V/def2-TZVPD) on an isolated molecule of C6H4IN in a non-equilibrium geometry.

Total energy (eV): -15870.5885
2S+1: 1
E_LUMO (eV): -1.13
Gap between HOMO and LUMO (eV): 7.779

Last column: Löwdin charge in e.
Positions of all 12 atoms, in Å:
H1 -2.82330 -1.27044 -2.18647  0.068
N1 -1.87132 -0.98544 -1.92806  0.119
C1 -1.52720 -0.41588 -0.90053  -0.548
I1 -3.55038 0.00220 0.41067  0.369
C2 -0.57321 0.46626 -0.38944  -0.136
C3 0.50689 0.14264 0.33934  -0.166
C4 1.45667 -0.92151 0.75201  0.065
C5 2.15393 -0.22064 1.63413  -0.041
C6 1.74761 0.80898 0.79661  -0.026
H2 -0.89396 1.41264 -0.63814  0.095
H3 3.11901 -0.30360 2.06485  0.106
H4 2.25527 1.28480 0.04502  0.095

***

ORCA calculation (wB97M-V/def2-TZVPD) on a structure of composition C29H30N3O3P2PdS2.

Total energy (eV): -84893.7567
2S+1: 5
E_LUMO (alpha / beta) (eV): -2.11 / -4.82
Charge: +1
Gap between HOMO and LUMO (alpha / beta) (eV): 8.607 / 6.701
ΔE to the lowest compared entry with this formula, charge and spin (eV): 0.000

Last column: Löwdin charge in e.
Positions of all 70 atoms, in Å:
Pd1 1.92806 0.40616 -1.57598  0.721
S1 2.57746 -0.24858 0.84734  0.417
P1 0.65269 -0.80938 1.03550  0.522
C1 -0.01984 -0.30576 -0.47443  -0.398
P2 -1.25370 0.29357 -1.51569  0.500
S2 -0.10256 1.48845 -2.66095  0.413
C2 -2.45152 1.22144 -0.54646  -0.357
C3 -3.29669 0.52068 0.31744  -0.081
C4 -4.16189 1.21406 1.14455  -0.061
C5 -4.19439 2.60364 1.10318  -0.063
C6 -3.36028 3.29926 0.24157  -0.064
C7 -2.47772 2.61078 -0.58032  -0.092
C8 -2.11536 -1.05611 -2.30342  -0.338
C9 -3.40817 -0.85724 -2.79147  -0.076
C10 -4.06814 -1.90355 -3.41274  -0.064
C11 -3.44477 -3.13956 -3.53656  -0.058
C12 -2.16028 -3.33413 -3.04981  -0.050
C13 -1.48238 -2.29251 -2.43439  -0.064
C14 -0.23060 0.05552 2.33468  -0.337
C15 -0.81399 -0.62151 3.40092  -0.062
C16 -1.52071 0.09404 4.35873  -0.059
C17 -1.64595 1.46998 4.24582  -0.061
C18 -1.06154 2.14578 3.17983  -0.067
C19 -0.34947 1.44303 2.22525  -0.092
C20 0.41652 -2.57171 1.21889  -0.357
C21 -0.86935 -3.08868 1.04255  -0.091
C22 -1.07602 -4.45232 1.13336  -0.056
C23 -0.00300 -5.29651 1.39995  -0.050
C24 1.27173 -4.78243 1.57066  -0.053
C25 1.48896 -3.41616 1.47230  -0.090
H1 -3.28459 -0.56321 0.33375  0.108
H2 -4.81544 0.67376 1.81627  0.113
H3 -4.87825 3.14382 1.74480  0.112
H4 -3.39478 4.37997 0.20647  0.111
H5 -1.81282 3.14525 -1.24642  0.074
H6 -3.89569 0.10416 -2.68471  0.113
H7 -5.06818 -1.75709 -3.79776  0.111
H8 -3.96612 -3.95575 -4.01948  0.112
H9 -1.67534 -4.29556 -3.15362  0.116
H10 -0.46739 -2.43316 -2.08345  0.084
H11 -0.71574 -1.69538 3.48794  0.108
H12 -1.96968 -0.42635 5.19398  0.112
H13 -2.19902 2.02257 4.99404  0.112
H14 -1.16221 3.21975 3.09593  0.112
H15 0.11406 1.96506 1.39478  0.108
H16 -1.70164 -2.42762 0.82690  0.101
H17 -2.06795 -4.85947 0.99035  0.112
H18 -0.16446 -6.36452 1.46263  0.113
H19 2.10489 -5.44555 1.75732  0.115
H20 2.48672 -3.01134 1.57183  0.084
N1 3.93704 -0.53789 -2.02978  -0.045
N2 3.78595 -1.95638 -1.96037  0.008
C26 2.43523 -2.41362 -1.92166  -0.730
O1 2.23102 -3.54978 -1.55074  0.064
O2 1.56826 -1.55173 -2.35391  -0.178
H21 4.16276 -0.30553 -2.99434  0.114
H22 4.73738 -0.27211 -1.46575  0.099
H23 4.33935 -2.37097 -1.22398  0.128
C27 4.91810 4.46565 0.72996  -0.028
N3 3.96285 4.09112 -0.30129  -0.173
C28 3.70422 5.04381 -1.37331  -0.012
C29 3.37529 2.90439 -0.29832  -0.325
O3 2.57096 2.53202 -1.16455  -0.150
H24 4.58458 5.36980 1.23848  0.097
H25 5.89903 4.65105 0.29153  0.099
H26 5.00392 3.66394 1.46020  0.091
H27 3.73151 6.05057 -0.96147  0.096
H28 2.72688 4.84811 -1.80397  0.091
H29 4.46033 4.96023 -2.15527  0.103
H30 3.63184 2.26777 0.55669  0.088

***

ORCA calculation (wB97M-V/def2-TZVPD) on a structure of composition C51H37BrMnN3O6P2SSe in a non-equilibrium geometry.

Total energy (eV): -266358.9094
2S+1: 1
E_LUMO (alpha / beta) (eV): -1.46 / -1.46
Gap between HOMO and LUMO (alpha / beta) (eV): 5.026 / 5.018

Last column: Löwdin charge in e.
Positions of all 103 atoms, in Å:
Mn1 -0.49341 -1.32343 1.35646  0.149
O1 -0.21481 -1.42743 4.29206  -0.429
S1 -0.05261 -0.37973 3.29516  0.872
C1 1.73979 0.00037 3.42946  -0.317
C2 2.29249 0.54657 4.57246  -0.066
C3 3.66949 0.59057 4.71186  -0.063
C4 4.48399 0.04537 3.73336  -0.067
C5 3.92929 -0.52513 2.60106  -0.067
C6 2.54849 -0.52563 2.42536  -0.315
P1 1.68299 -1.25923 0.97616  1.045
C7 2.40569 -0.43013 -0.49404  -0.305
C8 1.49759 0.10137 -1.40274  -0.103
C9 1.91979 0.59297 -2.62514  -0.090
C10 3.26399 0.55817 -2.95354  -0.083
C11 4.17889 0.05377 -2.04364  -0.075
C12 3.75749 -0.43863 -0.82264  -0.089
C13 2.52029 -2.87173 0.88136  -0.323
C14 2.97359 -3.42563 -0.31094  -0.102
C15 3.59489 -4.66223 -0.30234  -0.083
C16 3.75299 -5.35593 0.88646  -0.087
C17 3.24439 -4.83233 2.06786  -0.074
C18 2.61909 -3.60073 2.06486  -0.077
C19 -0.62201 1.14467 4.08826  -0.311
C20 -0.80471 1.11697 5.46006  -0.073
C21 -1.17221 2.26827 6.13296  -0.050
C22 -1.38821 3.43837 5.42006  -0.061
C23 -1.25021 3.45347 4.04336  -0.058
C24 -0.85581 2.30627 3.35926  -0.236
P2 -0.76601 2.32157 1.53616  0.831
C25 -1.94721 3.58547 0.99196  -0.278
C26 -1.54571 4.88347 0.69076  -0.084
C27 -2.48511 5.81177 0.27986  -0.076
C28 -3.82331 5.45807 0.19686  -0.073
C29 -4.22411 4.16997 0.51676  -0.060
C30 -3.28901 3.22747 0.90866  -0.060
C31 0.89799 2.83847 1.02326  -0.261
C32 1.06939 2.99717 -0.34714  -0.098
C33 2.32399 3.26117 -0.85964  -0.077
C34 3.41139 3.34247 -0.00264  -0.063
C35 3.23849 3.18797 1.36306  -0.064
C36 1.98009 2.93977 1.88376  -0.065
H1 1.65409 0.91847 5.36036  0.105
H2 4.10079 1.02607 5.59936  0.106
H3 5.55509 0.04667 3.86426  0.105
H4 4.57239 -0.99753 1.87536  0.097
H5 0.45269 0.12047 -1.13164  0.073
H6 1.19699 0.99527 -3.32024  0.103
H7 3.59959 0.91757 -3.91554  0.104
H8 5.22669 0.01837 -2.29614  0.103
H9 4.47689 -0.85933 -0.14024  0.093
H10 2.82909 -2.89683 -1.24134  0.103
H11 3.95699 -5.08263 -1.22984  0.103
H12 4.26499 -6.30763 0.89146  0.100
H13 3.33849 -5.38823 2.98936  0.104
H14 2.18669 -3.19143 2.97026  0.113
H15 -0.65401 0.17707 5.97116  0.116
H16 -1.29361 2.25117 7.20516  0.111
H17 -1.67731 4.33927 5.93776  0.107
H18 -1.44771 4.35867 3.48786  0.106
H19 -0.50441 5.16327 0.77676  0.108
H20 -2.17741 6.81467 0.02106  0.105
H21 -4.55291 6.18757 -0.12384  0.105
H22 -5.26681 3.89857 0.45526  0.111
H23 -3.59251 2.21357 1.13296  0.098
H24 0.20669 2.90457 -0.99514  0.115
H25 2.45709 3.39477 -1.92244  0.108
H26 4.39649 3.52147 -0.40484  0.107
H27 4.08539 3.26557 2.02846  0.107
H28 1.83949 2.82827 2.95026  0.102
Br1 -7.20911 -1.88843 -3.60324  0.738
C37 -5.48461 -2.21493 -4.32624  -0.680
C38 -5.09111 -1.55033 -5.47774  -0.128
C39 -3.83651 -1.77863 -6.00304  -0.031
C40 -2.95681 -2.66003 -5.36714  -0.306
C41 -3.39511 -3.35073 -4.22564  -0.011
C42 -4.65071 -3.13293 -3.70674  -0.104
N1 -1.70911 -2.86313 -5.92394  0.076
N2 -0.69961 -3.12313 -5.23134  0.068
C43 -0.57681 -2.89933 -3.90564  -0.264
C44 0.10079 -3.85823 -3.13034  0.004
C45 0.02539 -3.83683 -1.76304  0.021
C46 -0.65731 -2.79763 -1.09314  -0.323
O2 -0.70331 -2.71953 0.20616  -0.191
C47 -1.21391 -1.75143 -1.85134  -0.131
N3 -1.80791 -0.71023 -1.15164  -0.029
C48 -2.22741 0.38027 -1.83984  -0.074
C49 -2.04271 0.49897 -3.18844  -0.003
C50 -1.50011 -0.56373 -3.92374  0.043
C51 -1.12691 -1.73143 -3.26024  -0.097
H29 -5.76491 -0.85263 -5.94984  0.099
H30 -3.50731 -1.25573 -6.88814  0.113
H31 -2.74321 -4.06883 -3.75144  0.124
H32 -4.96221 -3.64883 -2.81244  0.107
H33 0.59129 -4.66763 -3.65234  0.120
H34 0.47659 -4.61033 -1.16184  0.123
H35 -2.71111 1.14337 -1.24994  0.113
H36 -2.33831 1.40717 -3.69134  0.117
H37 -1.35031 -0.47183 -4.98804  0.126
O3 -2.38831 -1.35563 1.76996  -0.437
Se1 -3.06031 -1.24303 0.31266  0.971
O4 -4.07651 -0.04293 0.29386  -0.393
O5 -1.02671 0.98207 0.94656  -0.358
O6 -3.66811 -2.58523 -0.23204  -0.353

***

ORCA calculation (wB97M-V/def2-TZVPD) on the ion C5H9N2O2 with charge +1 in a non-equilibrium geometry.

Total energy (eV): -12391.4113
2S+1: 1
E_LUMO (alpha / beta) (eV): -7.07 / -7.07
Charge: +1
Gap between HOMO and LUMO (alpha / beta) (eV): 6.902 / 6.893
ΔE to the lowest compared entry with this formula, charge and spin (eV): 9.544

Last column: Löwdin charge in e.
Positions of all 18 atoms, in Å:
C1 1.36565 2.00470 1.98595  -0.057
O1 1.58579 1.60238 0.64829  -0.070
N1 0.71409 0.65785 0.34786  0.092
C2 0.37214 -0.16390 -0.51534  -0.240
C3 0.92625 -0.67476 -1.77310  0.042
C4 -0.89080 -0.94996 -0.11351  -0.178
C5 -2.11632 -0.69418 -0.84537  0.003
N2 -0.85851 -1.61983 0.93173  0.141
O2 -0.52290 -2.39098 1.78769  0.275
H1 0.43131 2.48885 1.96293  0.067
H2 2.16549 2.84308 2.14497  0.138
H3 1.47945 1.24193 2.82154  0.117
H4 0.96100 -1.75617 -1.66069  0.118
H5 0.30056 -0.48894 -2.53480  0.059
H6 1.86541 -0.23280 -1.94111  0.100
H7 -2.18820 0.33602 -1.30702  0.133
H8 -2.45828 -1.37292 -1.64657  0.115
H9 -3.13213 -0.83038 -0.29343  0.144